a:
The following is a quantum chemistry calculation of a 12-piece molecular cluster, BF4H22O11 overall, from the OMol25 dataset.

Summary:
- multiplicity = 1
- net charge = -1
- LUMO (eV) = 2.43
- HOMO (eV) = -7.5

XYZ file:
```
38
BF4H22O11 wB97M-V/def2-TZVPD
B 0.902 -0.828 0.239
F 0.070 -1.031 -0.833
F 2.217 -1.250 0.045
F 1.087 0.529 0.219
F 0.364 -1.255 1.464
O -2.255 0.338 -1.846
H -2.381 0.281 -2.794
H -1.579 -0.350 -1.658
O 0.621 1.453 -2.351
H 0.836 0.876 -1.660
H -0.081 1.930 -1.989
O 0.746 0.287 4.501
H 0.194 1.066 4.555
H 0.238 -0.536 4.292
O -1.230 -1.323 3.597
H -2.072 -1.592 3.217
H -0.602 -1.527 2.920
O -2.746 -2.230 0.502
H -2.371 -2.423 -0.375
H -2.585 -2.991 1.113
O 2.156 -1.332 -3.031
H 2.453 -0.421 -3.146
H 2.223 -1.381 -2.122
O 3.482 1.167 -0.747
H 2.937 1.937 -0.756
H 2.865 0.488 -0.493
O 0.911 2.217 2.307
H 1.027 1.693 1.539
H 0.533 1.554 2.903
O -1.796 0.557 0.974
H -1.495 -0.281 0.674
H -2.738 0.456 0.907
O -0.536 -1.683 -4.018
H 0.328 -1.725 -3.596
H -0.655 -0.770 -4.274
O -0.531 2.870 -0.377
H 0.303 3.141 0.013
H -0.832 2.081 0.071
```

---

b:
The following is a quantum chemistry calculation of a 12-piece molecular cluster, BF4H22O11 overall, from the OMol25 dataset.

Summary:
- multiplicity = 1
- net charge = -1
- LUMO (eV) = 2.75
- HOMO (eV) = -7.3

XYZ file:
```
38
BF4H22O11 wB97M-V/def2-TZVPD
B 0.413 -1.001 -0.392
F 0.344 -0.702 0.990
F -0.412 -2.047 -0.742
F -0.082 0.218 -0.944
F 1.733 -1.231 -0.804
O 2.647 1.598 -0.969
H 1.911 1.616 -0.334
H 2.840 0.672 -0.972
O 0.995 2.244 1.122
H 1.714 2.682 1.584
H 0.957 1.435 1.548
O 0.417 2.540 -2.781
H 1.021 1.881 -2.375
H -0.042 3.093 -2.113
O -0.938 0.053 3.263
H -1.866 0.121 3.043
H -0.524 -0.578 2.680
O 0.575 -2.356 3.301
H 0.480 -2.670 2.401
H 0.051 -2.982 3.813
O -2.399 0.163 0.536
H -1.439 0.077 0.460
H -2.774 0.705 -0.191
O -0.566 -3.804 1.132
H -0.192 -3.328 0.386
H -1.431 -4.012 0.824
O 3.486 -1.430 1.529
H 2.747 -1.484 0.943
H 3.616 -2.308 1.882
O -1.716 1.027 -3.951
H -1.871 0.233 -3.483
H -1.049 1.504 -3.427
O -0.753 3.536 -0.646
H -0.423 4.405 -0.456
H -0.195 2.977 -0.160
O -2.464 -1.174 -2.554
H -2.955 -0.388 -2.283
H -1.868 -1.287 -1.844
```

---

Result of the stability comparison: b is the most stable of them.

---

a:
The following is a quantum chemistry calculation of a 2-piece molecular cluster, CH2N2O2 overall, from the OMol25 dataset.

Summary:
- multiplicity = 1
- structure (SMILES) = N#[N+][O-].C=O
- LUMO (eV) = 1.05
- HOMO (eV) = -10.1

XYZ file:
```
7
CH2N2O2 wB97M-V/def2-TZVPD
N 1.239 -0.221 0.480
N 1.245 -1.303 0.567
O 1.378 -2.409 0.787
C -0.935 1.013 -0.426
O -0.696 0.255 -1.287
H -0.138 1.419 0.170
H -2.093 1.246 -0.290
```

---

b:
The following is a quantum chemistry calculation of a 2-piece molecular cluster, CH2N2O2 overall, from the OMol25 dataset.

Summary:
- multiplicity = 1
- structure (SMILES) = C#[N+][O-].N=O
- LUMO (eV) = -0.11
- HOMO (eV) = -9.1

XYZ file:
```
7
CH2N2O2 wB97M-V/def2-TZVPD
C -1.292 -1.230 -0.589
N -1.151 -0.141 -0.178
O -0.817 0.979 -0.093
H -1.523 -2.290 -0.383
N 1.350 1.199 0.169
O 1.963 0.156 -0.224
H 1.470 1.327 1.299
```

---

Result of the stability comparison: a is the most stable of them.

---

a:
The following is a quantum chemistry calculation of an isolated molecule of C2H2N2OS, from the OMol25 dataset.

Summary:
- multiplicity = 1
- structure (SMILES) = Sc1ncno1
- LUMO (eV) = 0.43
- HOMO (eV) = -10.0

XYZ file:
```
8
C2H2N2OS wB97M-V/def2-TZVPD
S -2.393 -0.404 -0.088
C -0.609 -0.293 0.213
N 0.118 0.764 0.101
C 1.438 0.294 -0.125
N 1.527 -1.015 -0.145
O 0.179 -1.342 0.129
H -2.363 0.985 -0.013
H 2.103 1.010 -0.072
```

---

b:
The following is a quantum chemistry calculation of an isolated molecule of C2H2N2OS, from the OMol25 dataset.

Summary:
- multiplicity = 1
- structure (SMILES) = S=c1cn[nH]o1
- LUMO (eV) = -0.27
- HOMO (eV) = -9.0

XYZ file:
```
8
C2H2N2OS wB97M-V/def2-TZVPD
S -2.578 -0.111 -0.052
C -1.058 -0.005 -0.088
C 0.097 0.971 0.051
N 1.214 0.497 -0.052
N 0.926 -0.864 -0.192
O -0.342 -1.210 0.097
H 0.035 2.130 0.044
H 1.706 -1.409 0.192
```

---

Result of the stability comparison: a is the most stable of them.

---

a:
The following is a quantum chemistry calculation of an isolated molecule of C4H5N3S, from the OMol25 dataset.

Summary:
- multiplicity = 1
- structure (SMILES) = c1nnn2c1SCC2
- LUMO (eV) = 0.56
- HOMO (eV) = -8.3

XYZ file:
```
13
C4H5N3S wB97M-V/def2-TZVPD
C 2.137 -0.825 0.091
N 2.558 0.443 0.109
N 1.458 1.213 -0.095
N 0.422 0.478 -0.305
C 0.759 -0.835 -0.154
S -0.609 -1.823 -0.036
C -1.813 -0.279 -0.015
C -0.900 0.929 -0.001
H 2.861 -1.616 0.184
H -2.350 -0.485 0.992
H -2.455 -0.197 -0.877
H -1.274 1.603 -0.829
H -0.796 1.394 0.934
```

---

b:
The following is a quantum chemistry calculation of an isolated molecule of C4H5N3S, from the OMol25 dataset.

Summary:
- multiplicity = 1
- structure (SMILES) = N/C=C1/N=CNC1=S
- LUMO (eV) = 0.14
- HOMO (eV) = -7.7

XYZ file:
```
13
C4H5N3S wB97M-V/def2-TZVPD
N 2.150 -1.209 0.007
C 0.895 -1.643 0.010
C -0.212 -0.824 -0.018
N -1.512 -1.340 0.006
C -2.266 -0.306 -0.011
N -1.561 0.886 0.007
C -0.223 0.621 -0.001
S 1.030 1.738 -0.001
H 2.365 -0.216 -0.038
H 2.977 -1.862 -0.004
H 0.737 -2.689 0.002
H -3.327 -0.323 -0.005
H -1.923 1.839 0.049
```

---

c:
The following is a quantum chemistry calculation of an isolated molecule of C4H5N3S, from the OMol25 dataset.

Summary:
- multiplicity = 1
- structure (SMILES) = [H]/N=C1\NN2C[C@@H]2C1=S
- LUMO (eV) = -1.11
- HOMO (eV) = -9.0

XYZ file:
```
13
C4H5N3S wB97M-V/def2-TZVPD
H 2.055 -2.008 -0.553
N 1.134 -1.933 -0.262
C 0.802 -0.712 -0.296
N 1.601 0.443 -0.430
N 0.800 1.628 -0.496
C 0.430 2.032 0.880
C -0.463 1.288 -0.064
C -0.633 -0.208 0.003
S -1.874 -1.265 0.297
H 2.279 0.334 -1.205
H 0.400 3.118 0.966
H 1.022 1.535 1.696
H -1.324 1.894 -0.479
```

---

Result of the stability comparison: b is the most stable of them.

---

a:
The following is a quantum chemistry calculation of C4H5N3S as an isolated structure, from the OMol25 dataset.

Summary:
- multiplicity = 1
- LUMO (eV) = 0.66
- HOMO (eV) = -7.8

XYZ file:
```
13
C4H5N3S wB97M-V/def2-TZVPD
C 1.285 0.966 0.436
C 0.178 -1.041 -0.092
C -1.394 0.741 -0.191
C 0.109 0.460 -0.353
H 1.513 1.852 -0.108
H 1.066 0.993 1.520
H -1.546 -2.393 0.170
H -2.222 1.505 -0.032
H 0.395 0.705 -1.462
N 1.377 -1.603 -0.032
N -1.176 -1.412 0.141
N -2.012 -0.390 0.083
S 2.426 -0.381 -0.080
```

---

b:
The following is a quantum chemistry calculation of an isolated molecule of C4H5N3S, from the OMol25 dataset.

Summary:
- multiplicity = 1
- structure (SMILES) = Sc1nc2n(n1)CC2
- LUMO (eV) = 0.81
- HOMO (eV) = -8.6

XYZ file:
```
13
C4H5N3S wB97M-V/def2-TZVPD
S -2.617 -0.045 0.102
C -0.902 -0.081 -0.058
N -0.130 -1.237 -0.078
C 1.027 -0.736 -0.327
N 0.983 0.609 -0.412
N -0.211 1.076 -0.167
C 2.319 0.806 0.212
C 2.392 -0.696 0.267
H -2.665 1.348 0.681
H 2.244 1.368 1.191
H 3.098 1.288 -0.416
H 2.466 -1.049 1.249
H 3.227 -1.126 -0.292
```

---

Result of the stability comparison: b is the most stable of them.